No. 1
A cluster of 2 separate species, C4H11N3O2 in total. Source: OMol25; level of theory: ωB97M-V with the def2-TZVPD basis set.

Each line ends with the natural charge from an NBO analysis.
Geometry (Å):
C  0.44  -2.35  -0.30  -0.445
N  -0.68  -1.55  0.17  -0.477
C  -1.45  -1.00  -0.69  0.545
N  -1.29  -0.87  -2.07  -0.891
N  -2.63  -0.45  -0.16  -0.822
H  1.11  -2.42  0.56  0.202
H  1.04  -1.84  -1.07  0.183
H  0.10  -3.34  -0.59  0.189
H  -1.66  -1.55  -2.71  0.395
H  -1.52  0.07  -2.36  0.368
H  -2.67  -0.31  0.83  0.394
H  -3.03  0.36  -0.60  0.357
C  2.37  2.07  1.01  -0.739
C  1.04  1.49  1.54  0.788
O  1.02  0.45  2.14  -0.544
O  -0.13  2.02  1.12  -0.693
H  3.08  1.43  1.52  0.251
H  2.48  3.12  1.27  0.224
H  2.45  2.00  -0.07  0.231
H  -0.09  2.67  0.44  0.482

- total energy (Ha) = -473.746667
- relative energy (zero: lowest compared OMol25 entry of this formula, charge and spin) (kcal/mol) = 35.2
- structure (SMILES) = CN=C(N)N.CC(=O)O



No. 2
A cluster of 2 separate species, C4H11N3O2 in total. Source: OMol25; level of theory: ωB97M-V with the def2-TZVPD basis set.

Each line ends with the natural charge from an NBO analysis.
Geometry (Å):
H  -1.25  -0.54  -0.74  0.411
N  -1.04  0.46  -0.86  -0.860
C  -0.66  1.51  -0.27  0.601
N  -0.63  1.49  1.22  -0.892
N  -0.02  2.51  -0.99  -0.642
C  0.67  2.24  -2.30  -0.414
H  -0.35  2.43  1.50  0.384
H  -1.27  0.81  1.56  0.406
H  0.35  3.34  -0.47  0.376
H  0.13  1.40  -2.71  0.245
H  1.74  1.97  -2.22  0.190
H  0.56  3.10  -3.04  0.196
C  0.73  -2.12  1.98  -0.711
C  0.00  -2.56  0.54  0.792
O  0.38  -2.29  -0.62  -0.600
O  -0.88  -3.61  0.79  -0.704
H  0.96  -1.02  1.96  0.249
H  1.61  -2.80  2.03  0.244
H  0.02  -2.29  2.81  0.229
H  -1.06  -4.04  -0.17  0.500

- total energy (Ha) = -473.695777
- relative energy (zero: lowest compared OMol25 entry of this formula, charge and spin) (kcal/mol) = 67.1
- structure (SMILES) = [H]/N=C(\N)NC.CC(=O)O



total energy of number 1 (C4H11N3O2)? -473.746667 Ha